No. 1
Entry from OMol25: a molecular structure, C13H22ClO5P2Tl (the ωB97M-V functional and the def2-TZVPD basis).

Last column: Mulliken charge in e.
Cartesian coordinates (Å):
H  3.47  -1.21  1.41  0.35
H  3.62  -1.50  -0.33  0.41
H  -0.09  -4.62  -0.39  0.41
H  -1.28  4.36  1.49  0.42
C  3.54  2.64  3.31  -0.76
C  -1.37  3.29  1.31  -1.24
C  1.52  3.65  2.50  -0.57
H  -3.25  -3.33  -1.25  0.22
H  2.62  4.35  4.21  0.40
H  0.31  -3.90  1.19  0.26
C  -2.29  -3.69  -0.88  -0.83
Tl  -0.51  -0.23  1.42  0.70
C  2.57  3.62  3.41  -0.80
C  2.44  1.71  1.37  0.56
O  -4.22  -0.56  -0.99  -0.68
O  -1.53  -2.48  -0.60  -0.13
H  4.35  2.60  4.03  0.38
C  0.35  -3.75  0.10  -1.13
O  -3.37  -0.48  1.20  -0.73
H  -0.49  4.26  -1.39  0.43
Cl  -3.50  0.24  -0.06  1.83
P  0.02  2.61  0.31  0.58
H  3.33  0.57  -2.11  0.44
H  4.62  -0.25  0.44  0.43
H  0.76  4.41  2.59  0.32
H  1.26  3.95  -1.33  0.34
C  3.63  -0.73  0.44  -1.55
H  -2.29  3.10  0.75  0.36
P  2.25  0.44  0.06  0.81
C  3.48  1.70  2.30  -0.29
H  0.51  4.99  -0.10  0.38
H  -1.45  2.76  2.26  0.38
C  3.04  1.31  -1.36  -1.26
C  1.44  2.70  1.49  0.09
C  0.36  4.11  -0.73  -1.39
H  2.32  1.99  -1.82  0.26
H  4.26  0.94  2.23  0.30
H  -2.43  -4.25  0.04  0.40
C  -0.34  -2.44  -0.15  0.30
O  -4.15  1.48  0.16  -0.67
H  -1.79  -4.30  -1.63  0.34
O  -2.15  0.48  -0.58  -0.70
H  3.92  1.87  -1.04  0.33
H  1.40  -3.66  -0.17  0.29

For the lowest unoccupied orbital energy, the calculation gives 0.052 eV. The gap between HOMO and LUMO comes out at 8.1713 eV. As for the energy relative to the best compared isomer or geometry (same formula, charge and spin): 10.4 kcal per mole. As for the total charge: 0.

=====

No. 2
Entry from OMol25: 2 unconnected molecules or ions with the total composition C10H13N2O2 in a non-equilibrium geometry (the ωB97M-V functional and the def2-TZVPD basis).

Last column: Mulliken charge in e.
Cartesian coordinates (Å):
C  4.28  -0.01  -0.83  -0.71
H  4.95  -0.49  -1.57  0.42
C  2.97  -0.37  -0.85  0.53
O  -1.67  -0.18  0.54  -0.82
H  -2.70  1.81  0.82  0.27
H  -4.49  2.15  0.56  0.30
H  0.32  -1.82  -1.74  0.44
C  3.73  1.54  0.96  -0.44
H  4.05  2.39  1.61  0.35
C  -3.75  1.42  0.88  -0.85
H  -3.24  -1.95  -1.49  0.37
H  -3.97  1.31  1.94  0.34
H  -2.26  -2.69  -0.40  0.35
C  2.38  1.23  0.95  -0.53
H  -0.11  -0.42  0.09  0.31
N  -3.85  0.21  0.17  -0.12
C  -2.83  -0.57  0.14  0.82
C  4.64  0.92  0.13  -0.40
C  1.06  -1.20  -1.28  -0.05
H  5.61  1.22  0.11  0.49
O  2.32  -1.28  -1.63  -0.35
N  0.81  -0.37  -0.36  0.20
H  -4.73  -0.18  0.13  0.23
H  -3.97  -2.47  -0.06  0.37
C  -3.05  -2.02  -0.41  -1.34
C  2.05  0.13  0.10  0.52
H  1.44  1.69  1.49  0.31

For the lowest unoccupied orbital energy (alpha / beta), the calculation gives -2.734 / -6.900 eV. The gap between HOMO and LUMO (alpha / beta) comes out at 6.3420 / 6.4918 eV. As for the energy relative to the best compared isomer or geometry (same formula, charge and spin): 0.0 kcal per mole. The multiplicity is 3. As for the total charge: +1.

=====

No. 3
Entry from OMol25: a gas-phase ion, C15H33BClN3O5PS (charge +1) in a non-equilibrium geometry (the ωB97M-V functional and the def2-TZVPD basis).

Last column: Mulliken charge in e.
Cartesian coordinates (Å):
H  7.44  -1.55  1.03  0.29
H  -2.43  -0.51  2.93  0.36
P  0.30  -1.16  -2.49  0.62
H  -3.36  1.75  2.17  0.35
H  -4.69  -1.68  2.59  0.39
C  5.27  0.86  1.68  -1.12
C  -3.95  2.00  1.28  -0.86
H  -3.99  3.09  1.23  0.37
C  5.95  -0.54  -0.13  0.65
H  5.55  2.20  -0.46  0.51
H  2.45  1.07  -2.10  0.42
O  -2.26  -1.16  2.25  -0.61
H  -2.56  -0.70  -1.75  0.87
C  0.89  1.51  -0.65  -1.41
H  4.81  1.09  -1.62  0.50
O  0.35  0.16  -3.33  -0.49
C  -2.27  0.35  0.20  1.07
C  -5.38  1.54  1.50  -0.20
H  -2.86  2.26  -0.58  0.37
N  4.93  0.33  0.32  0.10
H  -5.89  -2.08  1.40  0.36
C  -3.52  -2.71  -0.33  -1.04
H  -5.46  0.47  1.62  -0.08
H  4.67  1.74  1.88  0.40
H  -4.10  1.02  -0.61  0.49
H  5.07  0.12  2.44  0.29
H  2.56  0.16  -0.59  0.28
C  4.76  1.46  -0.61  -1.20
H  3.36  3.05  -0.95  0.33
H  -0.22  0.10  -4.12  0.38
H  -5.78  2.00  2.40  0.44
O  -0.86  -1.99  -3.21  -0.53
H  0.73  -0.08  0.71  0.32
H  -1.66  0.82  -1.78  0.69
H  -0.93  -2.85  -2.78  0.37
H  6.31  1.16  1.71  0.38
C  -1.86  -0.08  -1.21  -1.83
C  0.09  0.40  -0.03  0.55
S  1.88  -2.17  -2.22  -0.24
H  -4.63  -3.24  1.82  0.47
H  -0.48  -1.54  -0.40  0.66
C  2.33  1.13  -1.03  -0.36
H  -3.41  -2.37  -1.35  0.26
O  6.43  -0.47  -1.25  -0.59
H  -4.23  -3.53  -0.35  0.51
H  6.24  -2.58  0.28  0.34
Cl  -6.43  2.06  0.17  -0.19
C  -3.32  1.46  0.00  -1.15
H  5.80  -1.70  1.72  0.33
N  -4.01  -1.62  0.56  -0.20
H  -2.55  -3.10  0.00  0.31
H  3.14  2.24  0.61  0.40
C  6.38  -1.64  0.81  -1.11
O  -1.03  0.84  0.70  -0.45
N  -0.51  -0.68  -0.95  -0.21
C  3.37  2.09  -0.44  -0.73
H  0.93  2.27  0.13  0.60
H  0.37  1.99  -1.49  0.15
C  -4.84  -2.19  1.64  -1.23
B  -2.89  -0.86  1.06  0.61

For the lowest unoccupied orbital energy, the calculation gives -2.903 eV. The gap between HOMO and LUMO comes out at 8.6848 eV. As for the energy relative to the best compared isomer or geometry (same formula, charge and spin): 17.9 kcal per mole. The SMILES is CC(=O)N(C)CCCC[C@H]1O[C@](CCCCl)(B(O)N(C)C)C[N@H+]1P(O)(O)=S. As for the total charge: +1.

=====

No. 4
Entry from OMol25: a single C2H3F2IO molecule in a non-equilibrium geometry (the ωB97M-V functional and the def2-TZVPD basis).

Last column: Mulliken charge in e.
Cartesian coordinates (Å):
H  0.05  1.48  0.29  0.37
C  -0.13  -0.52  0.06  0.72
F  -0.10  -1.52  -0.82  -0.23
H  -2.18  -0.79  0.72  0.32
H  0.43  1.04  -1.30  0.43
I  2.65  0.55  -0.07  0.12
F  0.35  -1.02  1.22  -0.21
C  0.61  0.79  -0.34  -0.99
O  -1.67  -0.02  0.25  -0.53

For the lowest unoccupied orbital energy, the calculation gives 0.337 eV. The gap between HOMO and LUMO comes out at 10.2466 eV. As for the energy relative to the best compared isomer or geometry (same formula, charge and spin): 22.8 kcal per mole. The SMILES is OC(F)(F)CI. As for the total charge: 0.

=====

No. 5
Entry from OMol25: 11 unconnected molecules or ions with the total composition F6H20O10P in a non-equilibrium geometry (the ωB97M-V functional and the def2-TZVPD basis).

Last column: Mulliken charge in e.
Cartesian coordinates (Å):
O  -1.65  -3.46  0.76  -0.62
F  0.53  -1.67  -0.26  -0.51
H  -4.27  -1.64  1.27  0.30
F  1.73  -0.04  0.83  -0.45
H  -1.34  -1.23  -2.55  0.32
F  0.50  0.47  -1.08  -0.33
O  2.80  2.34  -0.13  -0.67
H  2.47  1.45  -0.04  0.38
H  -0.02  4.68  1.12  0.29
H  -1.63  0.23  -2.88  0.32
O  3.15  -1.52  -1.16  -0.69
O  -3.71  1.82  0.86  -0.69
H  0.30  3.21  1.03  0.31
F  -1.49  -0.32  0.11  -0.26
F  -0.13  -0.94  1.80  -0.41
O  -1.86  -0.67  -3.13  -0.65
H  -2.27  -3.54  0.05  0.31
O  0.63  4.03  1.38  -0.60
O  1.60  1.83  3.23  -0.60
H  1.61  1.33  4.05  0.28
H  0.81  1.54  2.78  0.27
H  3.85  -1.39  -0.53  0.30
O  -3.67  -1.46  2.00  -0.63
H  1.80  2.81  -3.13  0.33
H  0.45  2.78  -2.44  0.30
H  -3.97  1.07  1.40  0.33
H  2.13  -4.84  -2.17  0.30
H  2.35  -1.35  -0.67  0.40
H  0.82  -4.16  -1.84  0.29
H  -2.95  1.51  0.37  0.32
H  -2.90  -2.00  1.81  0.33
H  -0.80  -3.33  0.33  0.24
O  1.26  3.29  -2.50  -0.66
H  2.16  2.78  -0.71  0.33
P  0.16  -0.22  0.39  1.42
F  0.01  1.25  1.11  -0.34
O  1.54  -4.65  -1.45  -0.59

For the lowest unoccupied orbital energy, the calculation gives 2.493 eV. The gap between HOMO and LUMO comes out at 9.6938 eV. As for the energy relative to the best compared isomer or geometry (same formula, charge and spin): 33.6 kcal per mole. As for the total charge: -1.

=====

No. 6
Entry from OMol25: a gas-phase ion, C3H5N (charge +1) in a non-equilibrium geometry (the ωB97M-V functional and the def2-TZVPD basis).

Last column: Mulliken charge in e.
Cartesian coordinates (Å):
C  -0.97  -1.40  0.33  -0.11
H  2.05  1.46  -0.20  0.32
H  0.66  1.97  0.80  0.31
H  -0.28  -2.14  -0.07  0.28
C  1.01  1.27  0.03  -0.44
N  -0.93  -0.13  0.26  -0.20
H  -1.77  -1.74  0.99  0.27
H  0.13  0.29  -1.61  0.39
C  0.10  0.42  -0.53  0.17

For the lowest unoccupied orbital energy (alpha / beta), the calculation gives -5.621 / -8.499 eV. The gap between HOMO and LUMO (alpha / beta) comes out at 10.4397 / 8.5618 eV. As for the energy relative to the best compared isomer or geometry (same formula, charge and spin): 12.1 kcal per mole. The multiplicity is 2. As for the total charge: +1.

=====

Q: What is the formula in the fourth record?
A: C2H3F2IO

=====

Q: What is the energy relative to the best compared isomer or geometry (same formula, charge and spin) in the fifth record?
A: 33.6 kcal per mole